{
  "formula": "C14H30BCl4F7Mg2NO16S3",
  "method": "the ωB97M-V functional and the def2-TZVPD basis",
  "multiplicity": 1,
  "lumo_ha": -0.301,
  "total_charge": 1,
  "max_force_ev_per_a": 4.388,
  "gap_ha": 0.0826,
  "symbols": ["O", "C", "O", "C", "Cl", "B", "O", "O", "H", "H", "H", "H", "Cl", "O", "H", "H", "Mg", "F", "O", "S", "O", "O", "C", "C", "C", "H", "H", "H", "H", "H", "H", "H", "H", "Cl", "C", "C", "Cl", "H", "H", "H", "H", "C", "F", "F", "F", "S", "O", "O", "N", "S", "O", "O", "C", "F", "F", "F", "C", "O", "C", "O", "O", "C", "H", "H", "H", "H", "H", "H", "Mg", "C", "C", "O", "H", "H", "H", "H", "H", "H"],
  "xyz": [[-2.134, -3.433, -4.088], [-1.292, -3.000, -3.354], [-1.462, -3.196, -2.074], [-1.106, -2.089, -1.220], [-1.066, -0.519, -2.047], [0.218, -2.326, -0.376], [1.480, -1.996, -0.936], [0.091, -2.819, 0.937], [-0.430, -2.502, -3.797], [-1.915, -2.035, -0.491], [2.201, -2.073, -0.262], [0.437, -3.745, 0.999], [-4.114, -2.901, -3.945], [-2.154, -3.872, 2.473], [-1.414, -3.548, 1.963], [-2.480, -3.116, 3.051], [1.520, -0.088, -0.258], [-1.514, -5.877, 2.557], [-0.895, 2.685, 1.237], [-1.483, 3.979, 0.997], [-0.703, 5.031, 0.425], [-2.149, 4.493, 2.345], [-1.340, 4.546, 3.535], [-0.385, 5.724, 3.531], [-2.968, 3.788, 0.074], [-0.805, 3.603, 3.668], [-2.035, 4.642, 4.367], [0.375, 5.615, 2.758], [0.121, 5.805, 4.493], [-0.921, 6.651, 3.332], [-3.577, 3.010, 0.530], [-2.689, 3.503, -0.938], [-3.494, 4.739, 0.064], [7.553, 0.577, 2.412], [6.753, 1.768, 1.360], [5.253, 1.673, 1.439], [4.644, 0.145, 0.713], [7.115, 1.619, 0.346], [7.068, 2.756, 1.695], [4.798, 2.491, 0.884], [4.901, 1.718, 2.466], [-6.714, 0.410, 2.488], [-7.102, 1.637, 2.823], [-5.681, 0.071, 3.285], [-7.714, -0.430, 2.757], [-6.239, 0.338, 0.720], [-5.131, 1.250, 0.600], [-7.417, 0.692, -0.001], [-5.846, -1.210, 0.688], [-5.358, -1.769, -0.699], [-4.080, -1.278, -1.148], [-6.350, -1.905, -1.726], [-5.016, -3.482, -0.144], [-6.108, -4.072, 0.323], [-4.093, -3.499, 0.843], [-4.542, -4.226, -1.150], [2.783, -4.314, -8.332], [1.721, -4.489, -7.388], [0.587, -3.876, -7.721], [0.401, -3.217, -8.704], [-0.314, -4.123, -6.762], [-1.592, -3.522, -6.988], [3.643, -4.856, -7.949], [2.508, -4.726, -9.300], [3.043, -3.261, -8.427], [-2.044, -3.895, -7.905], [-1.504, -2.436, -7.025], [-2.223, -3.793, -6.161], [-0.832, -2.402, 2.849], [8.704, 4.169, 5.125], [7.464, 4.006, 5.983], [6.443, 3.295, 5.279], [8.463, 4.703, 4.205], [9.480, 4.720, 5.658], [9.106, 3.193, 4.837], [7.054, 4.978, 6.251], [7.701, 3.465, 6.904], [6.799, 2.429, 5.050]],
  "forces_ev_per_angstrom": [[-3.3514, -0.3919, -2.8051], [0.5374, 0.3013, 1.8064], [0.3071, 1.0722, 0.1975], [0.1135, 0.1316, 1.0026], [0.0051, -0.1839, -0.0653], [0.5062, 0.6091, -0.4169], [-0.3872, -1.0736, 0.7856], [0.4079, -1.3567, 0.0628], [0.4028, -0.1558, 0.2474], [-0.3956, 0.0969, -0.3276], [-0.1175, -0.9616, -0.4578], [0.0648, -0.0113, 0.0373], [1.5442, -0.6024, 0.5414], [-0.1934, 1.4276, 1.7637], [-1.2118, -2.6989, -2.8105], [-1.7778, -0.5404, -0.3117], [-0.2198, 2.0907, 0.7144], [0.8927, -0.1043, -0.3581], [0.4220, -0.0586, -0.0779], [-1.0180, 0.2699, 0.1096], [0.4201, -0.2155, -0.0623], [0.0066, -0.2133, -0.1810], [0.4708, 0.2072, 0.5470], [0.0994, 0.0041, -0.2680], [-0.0504, -0.1221, 0.1063], [-0.0648, -0.0396, -0.1820], [-0.2276, -0.0491, -0.2000], [0.0020, -0.0090, 0.0157], [-0.0862, -0.0361, 0.0441], [-0.0309, -0.0018, 0.0799], [-0.0128, -0.0027, -0.0132], [0.0684, 0.0211, 0.0124], [0.0466, 0.0299, 0.0086], [-0.0293, -0.0241, 0.0175], [0.1248, -0.0273, -0.0648], [-0.0213, 0.5310, 0.1630], [-0.1851, -0.2035, -0.1278], [-0.0160, -0.0582, 0.0096], [-0.1066, 0.0196, 0.0572], [0.0128, -0.0566, -0.0848], [-0.0002, -0.1545, 0.0012], [-0.2351, -0.4254, 0.9328], [0.1569, 0.0090, -0.3223], [0.0261, 0.0863, -0.2375], [0.1155, 0.0701, -0.2147], [-0.3420, 1.1899, 0.3658], [0.4055, -0.4166, 0.0918], [-0.1936, -0.4021, -0.1755], [0.2801, 0.1445, -1.0054], [-0.1532, -0.4252, 0.6303], [0.8934, 0.1349, 0.0100], [-0.1528, -0.0812, -0.4849], [-0.2539, -0.7497, 0.8000], [0.0544, 0.2044, -0.1394], [-0.1090, 0.2321, -0.4714], [0.1050, 0.2795, -0.1143], [0.2961, -0.0391, -0.1466], [-0.0299, 0.0065, 0.1275], [0.1860, -0.1654, -0.0002], [-0.0883, 0.1229, -0.0668], [-0.1066, 0.0428, 0.2897], [-0.1580, 0.0983, -0.4265], [-0.1218, -0.0599, 0.1552], [-0.0735, 0.1103, -0.0189], [-0.1148, 0.0118, -0.0837], [0.1421, 0.1150, -0.1094], [0.0271, -0.0091, -0.1667], [0.0136, -0.2447, 0.0135], [2.4746, 2.7749, 1.3488], [-0.0372, 0.0044, -0.0515], [0.2004, -0.2879, -0.1584], [-0.1614, 0.0708, -0.0986], [-0.0101, 0.0762, 0.0482], [0.0242, -0.0240, -0.0186], [0.0540, -0.0019, 0.0929], [-0.1360, -0.0508, -0.0235], [0.0420, 0.1257, 0.0630], [0.0285, 0.0134, 0.0485]],
  "mulliken_charge": [-0.4359, 0.1130, -0.1896, 0.7170, -0.0759, 0.4812, -0.7810, -0.3202, 0.5800, -0.1187, 0.3345, 0.3299, 0.3181, -0.2343, 0.6870, 0.2710, 0.4060, -0.6758, -0.6160, 1.1861, -0.6242, -0.2674, -0.2959, -0.9908, -0.7909, 0.2637, 0.2796, 0.2875, 0.3910, 0.2761, 0.2279, 0.3633, 0.3651, -0.1768, -0.4828, -0.3859, -0.2285, 0.3809, 0.2947, 0.3343, 0.2765, 0.6085, -0.1972, -0.2314, -0.2267, 0.9674, -0.5952, -0.6426, -0.2990, 0.7326, -0.4797, -0.5964, 0.6701, -0.2177, -0.1527, -0.2192, -0.6322, -0.3218, 0.7672, -0.5139, -0.2850, -0.6308, 0.2220, 0.3004, 0.2996, 0.4246, 0.3216, 0.0955, 0.3529, -0.9572, -0.2311, -0.4947, 0.2344, 0.3437, 0.2895, 0.2846, 0.2641, 0.2715]
}